The following is a DFT calculation (wB97M-V/def2-TZVPD) of a structure of composition C22H35AsBN10V in a non-equilibrium geometry.

Summary:
HOMO-LUMO gap (spin up / spin down) (eV): 4.766 / 5.518
2S+1: 2
<S²>: 0.775
ΔE to the lowest compared entry with this formula, charge and spin (kJ/mol): 0.0
M (Da): 576.27
Total charge: +3

Geometry (Å):
V 0.0684 0.0184 0.0593
C 3.2443 1.6313 -0.6699
C 3.1399 0.2647 -0.0852
C 4.1364 -0.6223 0.2303
C 3.5103 -1.7159 0.8459
N 2.2076 -1.5028 0.9080
N 1.9414 -0.2946 0.2991
B 1.1126 -2.2751 1.7500
N 0.5104 -1.1957 2.6927
C 0.4470 -1.0361 4.0151
C -0.0646 0.2168 4.3047
C -0.3108 0.8132 3.0835
C -0.8564 2.1847 2.8622
N 0.0270 -0.0569 2.0910
N -0.0540 -2.6674 0.7786
C -0.6934 -3.8109 0.6293
C -1.8115 -3.6200 -0.1989
C -1.8134 -2.2981 -0.5487
C -2.8202 -1.5413 -1.3402
N -0.7077 -1.7078 0.0403
N 1.7133 -3.4895 2.3253
C 2.0367 -3.9407 3.5762
C 2.6516 -5.1462 3.4267
C 2.6958 -5.3845 2.0319
C 3.2750 -6.5687 1.3252
N 2.1368 -4.3906 1.3717
H 4.2747 1.9740 -0.6108
H 2.9630 1.6448 -1.7217
H 2.6229 2.3447 -0.1257
H 5.1947 -0.4954 0.0668
H 3.9339 -2.6239 1.2502
H 0.7550 -1.8067 4.7005
H -0.2302 0.6392 5.2823
H -0.7575 2.7580 3.7806
H -0.3197 2.7191 2.0788
H -1.9199 2.1406 2.6184
H -0.3283 -4.7060 1.1100
H -2.5337 -4.3649 -0.4906
H -3.6461 -2.1987 -1.5986
H -3.2212 -0.7079 -0.7618
H -2.3988 -1.1519 -2.2653
H 1.8239 -3.3983 4.4798
H 3.0328 -5.7874 4.2052
H 3.6486 -7.2997 2.0363
H 2.5309 -7.0489 0.6915
H 4.0959 -6.2726 0.6732
C -3.7010 3.5717 0.6992
N -2.7023 3.2749 -0.3699
C -2.5997 4.1967 -1.5440
C -1.9060 2.2984 -0.2579
N -1.1606 1.3878 -0.1578
H -4.6362 3.8344 0.2125
H -3.3482 4.4059 1.3012
H -3.8558 2.6926 1.3184
H -3.2908 5.0152 -1.3692
H -2.8848 3.6748 -2.4538
H -1.5912 4.5935 -1.6253
C -0.8002 -0.2714 -3.9206
As 0.4806 0.2984 -2.5800
C 2.0404 -0.6559 -3.2325
C 0.7213 2.1594 -3.1070
H -0.3457 -0.0260 -4.8798
H -1.7454 0.2577 -3.8281
H -0.9596 -1.3457 -3.8690
H 2.3674 -0.1779 -4.1539
H 1.7353 -1.6777 -3.4504
H 2.8564 -0.6764 -2.5175
H 1.5652 2.2271 -3.7907
H 0.9042 2.8110 -2.2562
H -0.1752 2.4835 -3.6319

Atoms 1-6, force components in eV/Å:
1.090 -1.868 0.457
-0.063 -0.107 0.023
-0.006 -0.105 0.126
0.084 -0.034 0.020
0.139 -0.060 0.063
-0.032 0.276 -0.130

***

The following is a DFT calculation (wB97M-V/def2-TZVPD) of a structure of composition C11H9INO4PSr in a non-equilibrium geometry.

Summary:
HOMO-LUMO gap (eV): 5.557
2S+1: 1
M (Da): 464.69
Total charge: +2

Geometry (Å):
C 4.0499 -0.7067 0.5141
P 2.4047 -1.2139 0.0163
O 2.6019 -1.7714 -1.5260
C 1.3842 0.2579 -0.0464
C 1.9123 1.5373 0.1097
C 1.1116 2.6834 0.0425
C -0.2471 2.5749 -0.2251
C -0.7585 1.2981 -0.3737
C 0.0082 0.1542 -0.2670
C -0.9035 -1.0027 -0.4312
O -0.6423 -2.2054 -0.5283
N -2.2229 -0.5544 -0.4540
C -3.0065 -0.8727 0.7631
C -4.4960 -0.5450 0.6358
O -5.1019 -0.1471 1.5714
I -5.4351 -0.8847 -1.2448
C -2.1552 0.8793 -0.6798
O -3.0140 1.5788 -1.0940
H 3.9883 -0.3899 1.5552
H 4.3924 0.1497 -0.0661
H 4.7834 -1.4971 0.3763
H 1.8058 -2.1869 -1.8852
H 2.9660 1.6814 0.2925
H 1.5537 3.6598 0.1739
H -0.9051 3.4271 -0.3172
H -2.6382 -0.2558 1.5855
H -2.9416 -1.9336 0.9914
Sr 1.5056 -3.7147 0.5110

Atoms 1-6, force components in eV/Å:
0.043 0.528 -0.455
0.341 1.061 0.284
0.089 -0.429 0.303
0.148 -0.013 -0.189
-0.094 0.261 0.055
-0.239 -0.168 -0.127

***

The following is a DFT calculation (wB97M-V/def2-TZVPD) of an isolated molecule of C10H10OS in a non-equilibrium geometry.

Summary:
HOMO-LUMO gap (eV): 9.028
2S+1: 1
ΔE to the lowest compared entry with this formula, charge and spin (kJ/mol): 59.5
M (Da): 178.26
SMILES: CS[C@@]12C[C@@H]1Oc1ccccc12

Geometry (Å):
C -2.5913 -1.1732 0.4768
C -3.2148 -0.0447 -0.0957
C -1.2698 -1.2537 0.7754
C -2.4301 1.0568 -0.4246
C -0.5902 -0.0646 0.5198
C -1.1027 1.0032 -0.0989
C 1.3040 1.5392 1.5491
C 1.0674 1.6837 0.0621
C 1.0723 0.2864 0.7986
C 2.2263 -1.5801 -1.1332
O -0.2251 2.0065 -0.3394
S 2.3691 -0.7960 0.5350
H -3.1438 -2.1033 0.5177
H -4.1630 -0.0886 -0.4965
H -0.7590 -2.0383 1.1593
H -2.9646 1.8192 -1.0716
H 2.2971 1.6340 1.9378
H 0.4738 1.8234 2.1782
H 1.7473 2.1405 -0.5619
H 2.5412 -0.8306 -1.8034
H 1.2396 -1.9259 -1.1386
H 2.8536 -2.5574 -0.9872

Atoms 1-6, force components in eV/Å:
-1.990 -1.138 -0.657
3.280 -0.307 0.361
-0.211 4.077 -1.062
-2.585 0.465 -1.292
4.996 -1.550 1.987
0.111 1.593 -0.196

***

The following is a DFT calculation (wB97M-V/def2-TZVPD) of a cluster of 2 separate species, C4H10N2O in total in a non-equilibrium geometry.

Summary:
HOMO-LUMO gap (spin up / spin down) (eV): 7.389 / 3.473
2S+1: 2
<S²>: 0.761
ΔE to the lowest compared entry with this formula, charge and spin (kJ/mol): 223.9
M (Da): 102.14
Total charge: +1

Geometry (Å):
C 0.3313 -0.2199 0.4078
C -0.1585 -0.3665 1.8417
C -2.1523 -0.2743 3.0867
N -1.6003 -0.0217 1.9836
H 1.4220 -0.3596 0.4145
H -0.1187 -0.9764 -0.2462
H -0.0126 0.7281 -0.0243
H 0.4435 0.2533 2.5092
H -0.0344 -1.4366 2.1162
H -1.7078 -0.8641 3.9057
H -3.2068 -0.0122 3.3225
C 1.0414 1.2277 -3.1014
N 1.2006 -0.1007 -3.3704
O 0.1404 1.6788 -2.4229
H 1.9158 1.8082 -3.4457
H 2.0286 -0.3279 -3.8868
H 0.4681 -0.7361 -3.0902

Atoms 1-6, force components in eV/Å:
-0.237 -0.200 -0.424
0.895 0.176 -1.885
-2.387 0.710 -0.905
1.404 -1.982 3.854
-0.408 0.351 -0.241
0.172 -0.072 0.304

***

The following is a DFT calculation (wB97M-V/def2-TZVPD) of a structure of composition C24H36N7OPPt.

Summary:
HOMO-LUMO gap (spin up / spin down) (eV): 7.955 / 8.659
2S+1: 3
<S²>: 2.005
M (Da): 664.65
Total charge: +2

Geometry (Å):
Pt 0.0416 -0.0393 0.5286
C 2.4514 -1.1966 1.8455
N 1.0335 -1.1668 2.2441
C 0.3676 -2.4827 2.2032
C -1.1302 -2.3558 2.0117
C -2.0267 -3.1609 2.6883
C -3.3819 -3.0403 2.4090
C -3.8003 -2.1123 1.4700
C -2.8471 -1.3303 0.8416
N -1.5457 -1.4594 1.1027
C 0.8281 -0.4599 3.5279
C -0.0953 0.7383 3.4700
C -0.4617 1.3869 4.6400
C -1.2835 2.4967 4.5627
C -1.7258 2.9302 3.3194
C -1.3254 2.2325 2.2000
N -0.5217 1.1637 2.2826
C 2.9135 0.1589 1.3605
C 4.1609 0.6581 1.6830
C 4.5562 1.8809 1.1576
C 3.6863 2.5695 0.3312
C 2.4486 2.0134 0.0605
N 2.0706 0.8346 0.5598
H 2.5471 -1.9109 1.0250
H 3.0957 -1.5421 2.6591
H 0.5831 -3.0686 3.1011
H 0.7761 -3.0289 1.3500
H -1.6712 -3.8746 3.4196
H -4.1012 -3.6620 2.9251
H -4.8464 -1.9859 1.2307
H -3.1070 -0.5732 0.1113
H 1.7971 -0.1202 3.9011
H 0.4430 -1.1616 4.2716
H -0.1066 1.0245 5.5961
H -1.5802 3.0177 5.4630
H -2.3723 3.7900 3.2196
H -1.6441 2.5085 1.2024
H 4.8170 0.0961 2.3343
H 5.5290 2.2889 1.3971
H 3.9523 3.5260 -0.0955
H 1.7315 2.5133 -0.5760
C -3.1158 0.2826 -3.3405
N -1.7149 -0.1384 -3.4113
C -1.3733 -0.9002 -4.6089
P -0.6076 0.3633 -2.3256
O -1.3034 0.9036 -1.0975
N 0.4725 1.4856 -2.8810
C 0.1048 2.8953 -2.6760
C 1.0612 1.2766 -4.2106
N 0.3352 -0.9723 -1.8877
C 1.7746 -1.0783 -2.1558
C -0.3241 -2.2873 -1.8856
H -3.3876 0.8403 -4.2383
H -3.2747 0.9164 -2.4732
H -3.7659 -0.5921 -3.2681
H -1.5039 -0.2976 -5.5098
H -2.0192 -1.7771 -4.6855
H -0.3401 -1.2420 -4.5778
H -0.2953 3.0410 -1.6764
H -0.6397 3.2350 -3.4022
H 1.0008 3.5040 -2.8030
H 1.3636 0.2416 -4.3527
H 1.9524 1.8970 -4.3027
H 0.3659 1.5514 -5.0086
H 2.2358 -0.0961 -2.1438
H 1.9656 -1.5638 -3.1168
H 2.2317 -1.6924 -1.3784
H -1.3772 -2.1885 -1.6347
H 0.1526 -2.9158 -1.1318
H -0.2303 -2.7878 -2.8513

Atoms 1-6, force components in eV/Å:
-0.072 0.064 0.117
-0.016 -0.050 0.033
0.022 -0.008 0.016
-0.001 0.024 0.000
0.016 0.000 -0.011
-0.001 0.004 -0.004

***

The following is a DFT calculation (wB97M-V/def2-TZVPD) of a cluster of 3 separate species, C4H14NO3S in total in a non-equilibrium geometry.

Summary:
HOMO-LUMO gap (eV): 6.331
2S+1: 1
ΔE to the lowest compared entry with this formula, charge and spin (kJ/mol): 62.4
M (Da): 156.23
Total charge: -1

Geometry (Å):
C 1.3929 -0.5169 0.0435
O 1.6146 -1.0144 -1.1947
C 0.3931 0.8281 -0.0636
C -0.2689 1.1773 1.2659
C -1.5216 2.1015 1.0497
S -2.8987 1.4423 0.1410
N 1.2021 1.9240 -0.5993
H 0.8096 -1.1960 0.6568
H 2.2651 -0.1555 0.5988
H -0.3195 0.4944 -0.7952
H -0.5289 0.2540 1.8086
H 0.3059 1.6560 2.0598
H -1.1689 2.9302 0.4536
H -1.8133 2.4197 2.0650
H -3.0559 0.1533 0.6043
H 2.0631 1.5181 -0.9794
H 0.7677 2.5294 -1.2864
H 0.3261 -2.2595 -2.1211
H -1.1387 -2.0265 -2.3120
O -0.5358 -2.7018 -1.9677
H 0.0290 -3.1267 0.6017
H 1.1702 -2.9725 -0.4154
O 0.9106 -3.4586 0.3862

Atoms 1-6, force components in eV/Å:
-2.144 1.819 -1.429
0.537 -0.286 0.021
2.233 -1.128 0.791
-1.245 -0.205 -0.286
1.372 -1.108 1.743
-0.955 -0.843 -0.457